No. 1
Computed, not measured: C6H8INO in the gas phase, with wB97M-V/def2-TZVPD.

Properties
Energy relative to the best compared isomer or geometry (same formula, charge and spin) (eV): 0.3560
E_LUMO (hartree): 0.009
Gap between HOMO and LUMO (eV): 10.0169
Energy (eV): -17988.237
Total charge: 0

Each line ends with the Mulliken charge.
Element x y z (Å)
C (1.7589, 0.7697, 0.3873)  -1.243
C (0.2734, 0.8982, 0.5334)  0.209
C (-0.4263, 0.7616, -0.8562)  -0.898
C (-1.3894, -0.3291, -0.7145)  -0.621
I (-3.2509, 0.5421, -0.0425)  0.043
C (-0.7418, -1.1583, 0.5064)  0.549
C (0.3268, -2.0468, 0.0032)  -0.157
N (1.0838, -2.8217, -0.3028)  -0.435
O (-0.3113, -0.1648, 1.3299)  -0.438
H (1.8315, -0.2431, 0.1679)  0.324
H (2.2382, 1.0382, 1.4022)  0.297
H (2.2036, 1.4301, -0.3368)  0.368
H (0.0290, 1.9577, 0.9839)  0.321
H (0.3860, 0.4214, -1.4224)  0.434
H (-0.9487, 1.7521, -1.0649)  0.322
H (-1.6709, -0.8663, -1.6032)  0.553
H (-1.3919, -1.9410, 1.0290)  0.372

---

No. 2
Computed, not measured: a molecular structure, C27H23IN4ORh, with wB97M-V/def2-TZVPD.

Properties
Energy relative to the best compared isomer or geometry (same formula, charge and spin) (eV): 0.0000
E_LUMO (spin up / spin down) (hartree): -0.106 / -0.210
Multiplicity: 5
Gap between HOMO and LUMO (spin up / spin down) (eV): 6.6847 / 5.1028
⟨S²⟩: 6.068
Energy (eV): -47477.951
Total charge: +1

Each line ends with the Mulliken charge.
Element x y z (Å)
Rh (0.0722, -0.0344, -0.0555)  -0.997
I (0.1459, 0.0417, 2.5979)  0.199
C (2.2918, 0.0669, 2.5498)  0.358
C (2.9830, 0.0410, 3.7281)  -0.548
C (4.3814, 0.0111, 3.6887)  -0.586
C (5.0310, 0.0235, 2.4843)  -0.868
C (4.3246, 0.0361, 1.2645)  0.944
C (4.9967, 0.0011, 0.0253)  -0.802
C (4.2963, -0.1239, -1.1400)  -1.044
C (2.8945, -0.1690, -1.1224)  -0.278
C (2.1866, -0.0151, 0.0488)  0.198
C (2.8955, 0.0437, 1.2784)  0.598
H (2.4662, 0.0379, 4.6739)  0.420
H (4.9336, -0.0258, 4.6132)  0.404
H (6.1080, -0.0037, 2.4426)  0.407
H (6.0748, 0.0521, 0.0154)  0.413
H (4.8004, -0.1837, -2.0920)  0.437
H (2.4027, -0.3080, -2.0730)  0.635
C (1.7089, 2.4468, -4.7578)  -0.485
C (0.9327, 1.3859, -5.2133)  -0.589
C (0.2739, 0.5716, -4.3260)  -0.416
C (0.3792, 0.8018, -2.9339)  0.234
C (1.1065, 1.9270, -2.4882)  0.013
C (1.7740, 2.7172, -3.3935)  -0.839
N (-0.1573, -0.0814, -2.0568)  1.028
N (-0.7810, -1.1345, -2.5406)  -0.956
C (-1.4712, -1.8666, -1.6791)  0.696
C (-2.2023, -3.0054, -2.0816)  -0.674
C (-2.7346, -3.8353, -1.1245)  -0.447
C (-2.5727, -3.5525, 0.2307)  -0.707
C (-1.8782, -2.4136, 0.6446)  -0.126
C (-1.3507, -1.5405, -0.2795)  0.441
H (2.2505, 3.0609, -5.4585)  0.438
H (0.8579, 1.1883, -6.2725)  0.406
H (-0.3024, -0.2800, -4.6542)  0.472
H (1.1443, 2.1554, -1.4296)  0.478
H (2.3505, 3.5596, -3.0432)  0.436
H (-2.3222, -3.1967, -3.1363)  0.470
H (-3.2862, -4.7141, -1.4194)  0.394
H (-2.9837, -4.2127, 0.9784)  0.426
H (-1.7735, -2.2323, 1.7065)  0.174
N (-1.0258, 1.9529, -0.1207)  -0.166
C (-1.9613, 2.6337, -0.0497)  0.187
N (-2.9507, 3.4544, -0.0130)  0.092
C (-3.6280, 3.8137, 1.2259)  -0.537
C (-4.0387, 5.2889, 1.1590)  -0.614
O (-4.7945, 5.5529, 0.0044)  -0.362
C (-4.0459, 5.3013, -1.1567)  -0.640
C (-3.6435, 3.8260, -1.2404)  -0.473
H (-2.9571, 3.6423, 2.0678)  0.407
H (-4.5273, 3.1976, 1.3437)  0.296
H (-3.1417, 5.9244, 1.1805)  0.346
H (-4.6758, 5.5343, 2.0089)  0.351
H (-3.1448, 5.9314, -1.1745)  0.355
H (-4.6844, 5.5583, -2.0020)  0.353
H (-2.9797, 3.6573, -2.0887)  0.368
H (-4.5455, 3.2130, -1.3523)  0.280

---

No. 3
Computed, not measured: C4H3BrO in the gas phase, with wB97M-V/def2-TZVPD.

Properties
Energy relative to the best compared isomer or geometry (same formula, charge and spin) (eV): 2.4627
E_LUMO (hartree): 0.018
Gap between HOMO and LUMO (eV): 10.8144
Energy (eV): -76282.440
Total charge: 0

Each line ends with the Mulliken charge.
Element x y z (Å)
C (0.1516, -2.3259, 0.5507)  0.067
C (0.3353, -1.1615, 0.2610)  -0.708
C (1.0186, 0.0945, 0.3276)  0.631
Br (2.9382, -0.1078, -0.0816)  -0.175
C (0.4196, 1.4335, 0.0233)  -0.307
O (0.7995, 1.0111, 1.3461)  -0.360
H (0.1693, -3.3375, 0.8682)  0.396
H (0.9706, 2.2167, -0.5556)  0.225
H (-0.6550, 1.6968, -0.3130)  0.231

---

No. 4
Computed, not measured: a molecular structure, C15H20ClO2RuS4SbSe4, with wB97M-V/def2-TZVPD.

Properties
Energy relative to the best compared isomer or geometry (same formula, charge and spin) (eV): 0.0000
E_LUMO (spin up / spin down) (hartree): -0.029 / -0.082
Multiplicity: 5
Gap between HOMO and LUMO (spin up / spin down) (eV): 6.7605 / 5.6223
⟨S²⟩: 6.030
Energy (eV): -346343.099
Total charge: 0

Each line ends with the Mulliken charge.
Element x y z (Å)
Ru (-0.6511, 0.5102, -0.0806)  0.860
C (0.1800, 3.6114, 1.0935)  -0.532
C (0.0300, 2.9626, 2.4682)  -0.946
S (0.1504, 1.1504, 2.4996)  0.040
C (1.9440, 0.9056, 2.4590)  -0.981
C (2.6549, 1.1296, 1.1266)  -0.773
S (1.8206, 0.3130, -0.2570)  -0.110
C (2.3487, 1.3972, -1.6018)  -0.564
C (1.5769, 1.0717, -2.8808)  -0.962
S (-0.2286, 0.9137, -2.7306)  -0.006
C (-0.7846, 2.6392, -2.7956)  -0.886
C (-0.4099, 3.5371, -1.6225)  -0.706
S (-0.9812, 2.8376, -0.0505)  0.102
H (1.1955, 3.5133, 0.7100)  0.098
H (-0.0737, 4.6716, 1.1432)  0.517
H (-0.9572, 3.1865, 2.8745)  0.432
H (0.7771, 3.3669, 3.1524)  0.458
H (2.0683, -0.1252, 2.7810)  0.410
H (2.3826, 1.5678, 3.2074)  0.573
H (3.6643, 0.7204, 1.1791)  0.565
H (2.7357, 2.1920, 0.8984)  0.449
H (3.4128, 1.2202, -1.7689)  0.504
H (2.2225, 2.4396, -1.3103)  0.169
H (1.8993, 0.1045, -3.2668)  0.434
H (1.7788, 1.8233, -3.6452)  0.479
H (-1.8698, 2.5611, -2.8851)  0.382
H (-0.4002, 3.0737, -3.7196)  0.494
H (-0.8978, 4.5058, -1.7367)  0.546
H (0.6664, 3.7006, -1.5813)  0.368
Se (-5.1802, 0.2900, -3.0659)  -0.238
Sb (-5.4470, 0.6288, -0.6029)  0.706
Se (-2.8841, 0.2668, 0.1625)  -0.145
Se (-6.5635, -1.1199, 0.4763)  -0.472
Se (-5.6071, 2.9495, -0.2057)  -0.505
Cl (-0.1279, -8.2013, 0.5935)  -0.220
C (-0.0929, -6.4594, 0.6420)  0.424
C (0.5960, -5.8254, 1.6628)  -0.699
C (0.6262, -4.4407, 1.6922)  -0.182
C (-0.0253, -3.6999, 0.7144)  0.067
C (-0.7203, -4.3562, -0.2948)  -0.269
C (-0.7566, -5.7410, -0.3384)  -0.737
C (0.0610, -2.1985, 0.7429)  0.682
O (0.7251, -1.6383, 1.6208)  -0.545
O (-0.5745, -1.5949, -0.1977)  -0.901
H (1.0977, -6.4120, 2.4196)  0.405
H (1.1515, -3.9166, 2.4789)  0.403
H (-1.2383, -3.7709, -1.0417)  0.401
H (-1.2944, -6.2614, -1.1184)  0.410

---

No. 5
Computed, not measured: a molecular structure, C22H39N3O5SSbSe4SiTc, with wB97M-V/def2-TZVPD.

Properties
Energy relative to the best compared isomer or geometry (same formula, charge and spin) (eV): 1.3394
E_LUMO (spin up / spin down) (hartree): -0.308 / -0.308
Gap between HOMO and LUMO (spin up / spin down) (eV): 4.8935 / 4.8860
Energy (eV): -326980.103
Total charge: +2

Each line ends with the Mulliken charge.
Element x y z (Å)
Tc (2.0755, -0.7518, -0.4129)  -1.029
C (3.4466, 3.2151, 2.9831)  -1.206
N (3.3142, 2.2937, 1.8594)  0.098
C (2.6757, 2.6125, 0.5885)  -0.374
C (3.0064, 1.3704, -0.1778)  0.988
O (2.7501, 1.1049, -1.3565)  -0.463
N (3.5827, 0.4103, 0.6266)  -0.662
C (3.7683, 1.0493, 1.8340)  0.474
N (4.3730, 0.4492, 2.8399)  -0.355
H (3.1455, 4.2050, 2.6531)  0.392
H (4.4859, 3.2689, 3.3078)  0.479
H (2.8065, 2.9098, 3.8112)  0.388
H (3.0779, 3.5061, 0.1092)  0.382
H (1.5904, 2.7125, 0.6929)  0.252
H (4.7571, -0.4732, 2.7051)  0.242
H (4.5608, 0.9208, 3.7099)  0.230
S (2.3546, -1.7730, -2.3761)  -0.307
C (2.5212, -0.7388, -3.7761)  0.772
C (1.8215, 0.4404, -4.0135)  0.028
C (2.0404, 1.1209, -5.1965)  -0.608
C (2.9399, 0.6281, -6.1359)  -0.512
C (3.6103, -0.5665, -5.9087)  -0.667
C (3.3993, -1.2612, -4.7310)  -0.751
H (1.0972, 0.8057, -3.2997)  0.322
H (1.5027, 2.0384, -5.3930)  0.450
H (3.1069, 1.1718, -7.0556)  0.417
H (4.2897, -0.9626, -6.6500)  0.398
H (3.9119, -2.1980, -4.5511)  0.460
C (-3.7193, -2.0419, -0.3635)  -1.662
C (-2.4476, -2.7476, 0.0756)  1.345
C (-1.9086, -3.6443, -1.0235)  -1.365
C (-2.6686, -3.5146, 1.3769)  -1.203
O (-1.4003, -1.7536, 0.3618)  0.423
Si (-1.2189, -0.1729, 0.1545)  -1.302
O (0.4745, -0.0508, -0.1545)  1.855
O (-1.3730, 0.7690, 1.4419)  0.500
C (-1.4716, 0.6036, 2.8740)  1.766
C (-2.8808, 0.1393, 3.2036)  -1.458
C (-1.1915, 1.9747, 3.4673)  -1.747
C (-0.4337, -0.4090, 3.3297)  -0.981
O (-1.9314, 0.4201, -1.1403)  -0.181
C (-2.2814, 1.7535, -1.6007)  1.677
C (-1.0261, 2.6181, -1.5662)  -0.782
C (-3.3625, 2.3261, -0.6975)  -1.564
C (-2.7884, 1.5733, -3.0202)  -1.758
H (-4.5043, -2.7826, -0.5181)  0.533
H (-3.5704, -1.4962, -1.2932)  0.279
H (-4.0629, -1.3479, 0.4074)  0.311
H (-2.6065, -4.4570, -1.2219)  0.483
H (-0.9565, -4.0896, -0.7280)  0.160
H (-1.7632, -3.0771, -1.9443)  0.279
H (-3.4353, -3.0460, 1.9939)  0.322
H (-1.7434, -3.5473, 1.9566)  -0.083
H (-2.9684, -4.5434, 1.1806)  0.458
H (-3.6145, 0.8492, 2.8222)  0.345
H (-3.0121, 0.0546, 4.2825)  0.531
H (-3.0732, -0.8388, 2.7596)  0.024
H (-1.9311, 2.6991, 3.1277)  0.397
H (-0.2005, 2.3193, 3.1619)  0.190
H (-1.2231, 1.9328, 4.5559)  0.447
H (-0.5679, -1.3566, 2.8040)  -0.045
H (-0.5183, -0.5930, 4.3999)  0.646
H (0.5790, -0.0450, 3.1233)  -0.043
H (-0.7423, 2.8251, -0.5296)  0.048
H (-1.2077, 3.5702, -2.0636)  0.602
H (-0.2020, 2.1127, -2.0742)  -0.245
H (-3.0366, 2.3303, 0.3419)  0.123
H (-4.2775, 1.7386, -0.7771)  0.381
H (-3.5884, 3.3511, -0.9927)  0.477
H (-2.0298, 1.0933, -3.6398)  0.335
H (-3.0345, 2.5403, -3.4583)  0.418
H (-3.6850, 0.9545, -3.0271)  0.384
Se (0.6545, -3.8737, 4.4976)  -0.192
Sb (1.1570, -4.6079, 2.1712)  1.134
Se (1.6269, -2.9813, 0.1147)  0.462
Se (0.2036, -6.5312, 1.2633)  -0.339
Se (2.9512, -4.5082, 3.8985)  -0.220

---

No. 6
Computed, not measured: 2 unconnected molecules or ions with the total composition C3H5F5P2, with wB97M-V/def2-TZVPD.

Properties
Energy relative to the best compared isomer or geometry (same formula, charge and spin) (eV): 1.5516
E_LUMO (spin up / spin down) (hartree): -0.056 / -0.049
Gap between HOMO and LUMO (spin up / spin down) (eV): 7.2761 / 7.9422
Energy (eV): -35353.109
Total charge: 0

Each line ends with the Mulliken charge.
Element x y z (Å)
C (-1.2671, -0.7746, 1.0113)  -0.212
C (0.6458, -3.7322, 1.4603)  0.873
C (0.0863, -3.0689, 0.2391)  -0.037
F (-1.3819, 0.5875, 0.9683)  -0.268
F (0.2452, -3.0446, 2.5501)  -0.257
F (1.9953, -3.7537, 1.5167)  -0.247
F (0.2463, -4.9970, 1.6220)  -0.254
F (0.5357, -3.6828, -0.8907)  -0.220
P (1.6669, 2.0055, 0.2474)  -0.037
P (0.3434, -1.2666, 0.1997)  -0.110
H (-1.2838, -1.0821, 2.0614)  0.254
H (-2.1190, -1.2030, 0.4702)  0.318
H (0.3852, 2.3802, -0.1703)  0.046
H (2.1074, 1.8403, -1.0716)  0.046
H (-0.0805, -1.1308, -1.1267)  0.103

---

- Which formula does entry 2 have?
  C27H23IN4ORh

---

- Which value of total charge does entry 5 give?
  +2

---

- What is the energy relative to the best compared isomer or geometry (same formula, charge and spin) in the sixth record?
  1.5516 eV